Here is an isolated molecule of C4H9NO2 from OMol25. Energies are from wB97M-V/def2-TZVPD.

Summary:
Charge: 0
HOMO level, eV: -9.32
Electronic energy, Eh: -362.94254
LUMO level, eV: 0.947
Structure (SMILES): COC/C(C)=N\O
Orbital gap, eV: 10.3

Each line ends with the Mulliken charge.
Geometry (Å):
O (1.127, -0.103, 0.257)  -0.337
O (-1.176, 1.771, -0.563)  -0.370
N (-1.596, 0.448, -0.767)  -0.635
C (-1.271, -1.797, -0.014)  -1.097
C (2.127, 0.713, -0.322)  -0.665
C (-0.022, 0.184, 1.065)  -0.564
C (-1.098, -0.312, 0.127)  0.955
H (1.856, 1.721, -0.666)  0.288
H (-1.330, 2.180, -1.420)  0.338
H (2.998, 0.777, 0.342)  0.260
H (-1.705, -2.270, 0.875)  0.272
H (-1.885, -2.015, -0.889)  0.357
H (-0.002, -0.436, 1.978)  0.323
H (-0.196, 1.221, 1.377)  0.360
H (-0.279, -2.242, -0.165)  0.267
H (2.451, 0.162, -1.215)  0.246


Here is a structure of composition C57H45N11O4P2S2Se2Sr in a non-equilibrium geometry from OMol25. Energies are from wB97M-V/def2-TZVPD.

Summary:
Charge: -2
HOMO level, eV: -0.94
Electronic energy, Eh: -9415.19980
LUMO level, eV: 3.214
Orbital gap, eV: 4.2

Each line ends with the Mulliken charge.
Geometry (Å):
Sr (1.540, 0.427, -0.039)  0.643
Se (-3.035, 0.098, 0.795)  0.118
Se (-2.342, -6.630, -2.233)  -0.477
S (6.118, -2.414, 0.164)  -0.182
S (3.995, -0.583, -1.149)  -0.442
P (-2.777, -4.581, -2.553)  0.572
P (-3.353, -2.078, 0.201)  0.235
O (2.621, 2.484, -0.301)  0.804
O (8.978, 4.057, 1.739)  -0.623
O (2.551, 4.332, -1.571)  -1.009
O (8.596, 6.126, 1.269)  -0.649
N (-0.474, 2.068, -0.008)  0.869
N (4.036, -1.693, 1.400)  -1.382
N (8.277, 4.949, 1.304)  1.028
N (0.699, 0.513, -2.327)  0.173
N (0.879, 0.388, 3.119)  1.807
N (-0.630, 3.783, -1.389)  0.132
N (0.128, -2.303, -1.605)  -0.111
N (-0.461, -3.264, -2.289)  -0.786
N (2.816, -1.034, 1.686)  0.776
N (1.346, 2.449, -3.187)  0.176
N (-0.698, -1.793, -0.688)  1.101
C (4.907, 5.242, -0.278)  -0.311
C (-3.365, -4.673, -6.597)  -0.621
C (-1.617, -4.288, 3.227)  -0.755
C (0.109, -1.753, 4.067)  -0.755
C (-5.665, 1.654, -2.082)  -0.626
C (-1.722, -3.367, -1.810)  0.770
C (-4.449, -4.145, -1.975)  -0.063
C (1.016, -1.066, 3.232)  0.386
C (1.521, 0.270, -3.408)  -0.843
C (2.082, -1.671, 2.562)  -1.341
C (-1.306, 4.142, -0.248)  -1.811
C (1.747, 4.382, 1.966)  -0.220
C (-2.622, -4.308, 4.183)  -0.494
C (-2.967, -2.884, 1.802)  0.738
C (6.928, 4.581, 0.771)  0.055
C (1.935, 1.454, -3.940)  -1.004
C (-2.956, -3.411, -7.010)  -0.438
C (3.012, 3.286, 4.221)  1.445
C (-4.989, -4.816, -0.884)  -0.251
C (-5.097, 1.265, -0.875)  -0.678
C (-3.284, -5.027, -5.258)  -0.469
C (6.521, 3.266, 0.843)  -0.624
C (1.855, 1.139, 3.836)  0.035
C (-6.379, -2.701, -2.032)  -0.618
C (-1.782, -3.572, 2.045)  -0.497
C (5.262, 2.938, 0.354)  -0.131
C (2.616, 0.586, 4.828)  -0.262
C (3.544, 1.364, 5.553)  -0.973
C (-2.803, -4.118, -4.320)  0.163
C (-6.905, -3.362, -0.929)  -0.454
C (6.150, 5.585, 0.226)  -0.615
C (-3.831, 0.690, -0.851)  0.313
C (-2.466, -2.504, -6.081)  -0.807
C (3.726, 2.689, 5.289)  -1.099
C (0.632, 1.824, -2.223)  -1.222
C (-2.389, -2.855, -4.738)  0.005
C (-1.369, 0.136, 3.971)  -0.486
C (3.092, 3.555, -0.754)  -0.526
C (-3.974, -2.910, 2.771)  -0.456
C (7.003, -1.660, -1.210)  -0.711
C (-3.131, 0.506, -2.042)  0.492
C (4.566, -1.477, 0.260)  0.581
C (-4.973, 1.462, -3.273)  -0.678
C (-0.483, 0.851, 3.271)  -0.291
C (-1.042, -1.175, 4.510)  -1.068
C (2.616, 5.178, 2.750)  -0.686
C (3.232, 4.639, 3.841)  -0.906
C (-6.211, -4.420, -0.359)  -0.553
C (2.095, 2.509, 3.475)  -1.336
C (-0.142, 2.540, -1.194)  0.854
C (-5.154, -3.091, -2.553)  0.167
C (-3.708, 0.888, -3.248)  -1.057
C (4.463, 3.926, -0.209)  -0.105
C (1.497, 3.093, 2.330)  2.098
C (-1.211, 3.071, 0.583)  0.037
C (-1.868, -2.440, -0.783)  -1.408
C (-3.802, -3.606, 3.956)  -0.718
H (-2.384, 0.516, 4.050)  0.360
H (6.280, -1.236, -1.906)  0.215
H (2.328, -2.704, 2.818)  0.326
H (-0.399, 4.380, -2.163)  0.227
H (0.332, -2.792, 4.302)  0.626
H (-5.637, 1.399, 0.054)  0.425
H (2.485, -0.464, 5.053)  0.469
H (0.856, 2.481, 1.718)  -0.791
H (-3.576, -6.017, -4.926)  0.325
H (-1.788, 5.097, -0.140)  0.562
H (-4.435, -5.637, -0.444)  0.218
H (-7.854, -3.047, -0.511)  0.369
H (-1.990, -2.157, -4.014)  0.418
H (1.759, -0.739, -3.700)  0.595
H (1.729, 3.380, -3.015)  0.327
H (-1.749, -1.710, 5.132)  0.503
H (-2.145, 0.055, -2.019)  0.200
H (6.521, 6.599, 0.196)  0.485
H (3.927, 5.231, 4.428)  0.352
H (-4.589, -3.608, 4.702)  0.365
H (-6.653, 2.099, -2.093)  0.353
H (4.901, 1.916, 0.385)  0.436
H (4.427, 3.287, 5.859)  0.358
H (-2.486, -4.863, 5.103)  0.354
H (-0.691, -4.822, 3.398)  0.476
H (1.302, 4.782, 1.062)  0.293
H (-3.160, 0.730, -4.171)  0.505
H (7.688, -0.879, -0.876)  0.209
H (-0.731, 1.805, 2.826)  0.019
H (-6.613, -4.932, 0.507)  0.391
H (-4.901, -2.377, 2.585)  0.379
H (7.168, 2.516, 1.275)  0.543
H (-0.984, -3.544, 1.314)  0.344
H (-4.735, -2.551, -3.393)  0.334
H (-6.912, -1.869, -2.476)  0.380
H (7.571, -2.444, -1.714)  0.312
H (4.111, 0.890, 6.347)  0.373
H (-5.422, 1.753, -4.215)  0.367
H (2.814, 6.205, 2.465)  0.360
H (-3.738, -5.387, -7.321)  0.368
H (4.264, 5.984, -0.731)  0.481
H (-3.008, -3.139, -8.058)  0.352
H (-1.628, 2.949, 1.568)  0.574
H (2.601, 1.676, -4.754)  0.487
H (-2.133, -1.524, -6.398)  0.432


Here is a structure of composition C10H38O9 in a non-equilibrium geometry from OMol25. Energies are from wB97M-V/def2-TZVPD.

Summary:
Charge: 0
HOMO level, eV: -8.50
Electronic energy, Eh: -1080.64421
LUMO level, eV: -0.169
Orbital gap, eV: 8.3

Each line ends with the Mulliken charge.
Geometry (Å):
O (-1.379, 1.560, -1.229)  -0.635
O (0.106, -0.003, -0.148)  2.035
O (0.378, 3.734, 2.076)  -0.535
O (0.037, 0.430, -2.669)  -0.520
O (-0.145, -2.184, 1.389)  -0.825
O (0.994, 2.564, -1.391)  -0.723
O (-2.741, 0.752, 0.163)  -0.748
O (-1.482, -1.467, -0.568)  -0.336
O (4.250, -1.567, -0.069)  -0.564
C (-3.751, -1.613, -1.259)  -1.326
C (0.844, 2.230, 3.794)  -1.434
C (2.240, -2.275, 0.786)  -1.642
C (2.636, 0.095, 0.021)  -0.060
C (-0.101, 2.561, 2.663)  0.045
C (-2.346, -2.133, -1.437)  0.573
C (-0.415, 1.577, 1.663)  0.298
C (1.366, 0.566, -3.041)  -0.872
C (3.248, -1.107, 0.732)  0.460
C (-2.329, -3.628, -0.939)  -1.680
H (-1.076, 2.910, 3.001)  0.251
H (0.484, 1.421, 4.430)  0.351
H (-1.732, -0.557, -0.392)  0.521
H (0.551, 1.772, -1.089)  0.397
H (1.916, -2.551, -0.217)  0.157
H (-4.124, -1.751, -0.244)  0.318
H (3.538, -0.963, 1.773)  0.276
H (-1.644, 2.480, -1.207)  0.208
H (1.774, 1.838, 3.381)  0.349
H (-1.975, -1.944, -2.444)  0.264
H (-2.042, 1.173, -0.337)  -0.171
H (1.974, 1.358, -2.603)  0.295
H (2.233, -0.275, -0.922)  -0.542
H (-0.328, 0.599, 2.135)  0.380
H (1.438, 0.653, -4.125)  0.443
H (-0.532, -2.651, 0.648)  0.333
H (1.415, -2.088, 1.474)  0.576
H (-3.766, -0.531, -1.386)  0.287
H (3.348, 0.915, -0.077)  0.458
H (-0.810, 1.493, -1.995)  0.449
H (4.988, -0.954, -0.098)  0.343
H (-2.936, -3.881, -0.070)  0.349
H (-0.023, -1.289, 1.071)  -0.059
H (1.467, 2.883, -0.623)  0.340
H (-0.573, 0.830, -3.293)  0.397
H (2.681, -3.155, 1.254)  0.504
H (-1.337, -3.978, -0.650)  0.489
H (-2.592, -4.263, -1.785)  0.399
H (-0.516, 0.691, -0.366)  -1.931
H (-1.435, 1.752, 1.319)  0.222
H (-4.440, -2.027, -1.995)  0.407
H (1.930, -0.301, -2.696)  0.374
H (1.827, 0.512, 0.619)  -0.143
H (0.220, 1.570, 0.777)  -0.209
H (0.232, -0.478, -0.969)  0.303
H (-3.496, 1.330, 0.054)  0.332
H (1.140, 3.127, 4.339)  0.438
H (0.812, 4.237, 2.768)  0.334


Here is a cluster of 2 separate species, C6H6BrClSi in total in a non-equilibrium geometry from OMol25. Energies are from wB97M-V/def2-TZVPD.

Summary:
Charge: 0
HOMO level, eV: -7.19
Electronic energy, Eh: -3555.84101
LUMO level, eV: -3.187
Orbital gap, eV: 4.0

Each line ends with the Mulliken charge.
Geometry (Å):
Br (-3.376, 2.472, -0.121)  -0.108
Cl (-1.854, -3.865, 0.671)  -0.783
Si (-2.450, 0.479, 0.157)  0.683
C (-0.037, -0.906, 0.046)  0.015
C (1.322, -1.098, -0.156)  -0.651
C (1.603, 1.279, -0.190)  -0.633
C (-0.628, 0.383, -0.048)  0.592
C (0.263, 1.474, -0.122)  -0.104
C (2.147, 0.001, -0.289)  -0.443
H (-0.766, -1.819, 0.104)  -0.268
H (1.600, -2.053, -0.128)  0.590
H (2.197, 2.082, -0.160)  0.490
H (-0.202, 2.548, -0.203)  0.110
H (-2.949, -0.708, 0.850)  0.074
H (3.131, -0.269, -0.412)  0.436